Density functional theory data (ωB97M-V with the def2-TZVPD basis set) for a molecular structure, C19H18NOPbS in a non-equilibrium geometry.

Structure (XYZ):
```
41
Properties=species:S:1:pos:R:3:forces:R:3:lowdin_charge:R:1
C 0.628497 -3.732040 2.223599 1.098 2.697 2.336 -0.22
C 1.806527 -3.439069 1.410635 -0.332 1.579 0.675 -0.13
C 2.065736 -2.036497 1.462666 -1.081 -0.531 0.688 -0.32
H 2.217154 -4.097750 0.656827 0.282 -0.167 0.481 0.08
C 1.030304 -1.437742 2.320795 0.074 0.784 -1.952 -0.38
C 0.110869 -2.475830 2.673223 1.003 -1.621 0.340 -0.20
H -0.766569 -2.399596 3.311316 0.311 0.162 -0.007 0.08
H 0.432867 -4.566042 2.910659 -0.122 -0.268 -1.337 0.11
H 2.837687 -1.488314 0.911181 -0.186 -0.290 0.331 0.06
H 0.966202 -0.376731 2.603170 0.172 -0.533 0.179 0.05
C -1.154570 -2.732832 -2.073918 -1.191 -0.052 0.995 -0.25
C -1.374053 -3.991592 -1.447454 -0.107 1.993 -0.342 -0.14
C -2.255375 -3.797212 -0.309492 0.083 0.896 -1.681 -0.18
H -0.720179 -4.769220 -1.794240 -0.513 -0.808 0.445 0.08
C -2.563246 -2.459209 -0.222568 -0.404 0.602 -1.302 -0.23
C -1.989999 -1.776236 -1.378211 0.990 0.586 0.586 -0.41
H -2.176723 -0.733015 -1.675522 -0.112 -0.533 0.048 0.05
H -0.429611 -2.516812 -2.870957 -0.594 -0.195 0.233 0.07
H -2.733128 -4.423203 0.394464 0.310 -1.245 0.327 0.08
H -3.245903 -2.029309 0.509084 0.113 -0.012 -0.266 0.08
Pb 0.074095 -0.886524 -0.059180 0.219 -2.038 -0.077 1.52
O 0.464890 1.567116 -0.317278 1.176 2.749 0.277 -0.32
C 1.840032 1.970212 -0.580919 -0.579 0.118 0.683 -0.11
C 1.001314 2.883020 0.226417 0.127 -1.328 0.037 -0.18
H 2.574057 1.364707 -0.045684 -0.085 0.056 -0.296 0.11
H 2.075029 2.269619 -1.601936 -0.158 -0.250 0.111 0.12
H 1.170708 2.885582 1.317764 -0.239 -0.204 -0.642 0.16
H 1.229403 5.354266 1.294043 -0.314 0.100 -0.442 0.11
C 0.688040 5.376330 0.336504 -0.181 -0.713 -0.303 -0.03
C 0.461801 4.134507 -0.334692 -0.418 1.717 -0.733 -0.18
C -0.205042 4.170345 -1.581931 0.003 0.120 0.441 -0.02
H -0.398854 3.229973 -2.113968 0.098 0.421 0.263 0.12
C -0.665181 5.385745 -2.114713 0.211 0.044 0.342 -0.08
H -1.207841 5.380433 -3.068186 0.276 0.027 0.442 0.11
C -0.442028 6.596571 -1.435813 0.178 -0.296 0.247 -0.10
H -0.797548 7.544042 -1.860166 0.145 -0.471 0.187 0.10
C 0.242312 6.594038 -0.203588 -0.059 -0.484 -0.274 -0.09
H 0.426992 7.535746 0.336460 -0.110 -0.569 -0.327 0.10
S -0.665215 -7.458046 0.915988 -0.272 -1.948 0.116 0.39
C -0.358318 -5.918398 0.648505 0.876 6.460 0.334 -0.99
N -0.195129 -4.701036 0.627116 -0.690 -6.554 -1.167 -0.03
```
Positions in Å, forces in eV/Å.

Relative energy (zero: lowest compared OMol25 entry of this formula, charge and spin)   180.06 kJ/mol
E_LUMO (spin up / spin down)   2.0 / 2.0 eV
Charge   -1
E   -39608.9348 eV
HOMO (spin up / spin down)   -2.343 / -2.344 eV

***

Density functional theory data (ωB97M-V with the def2-TZVPD basis set) for a molecular structure, C19H19AsIO4PdSe in a non-equilibrium geometry.

Structure (XYZ):
```
46
Properties=species:S:1:pos:R:3:forces:R:3:lowdin_charge:R:1
Pd -0.207433 0.303076 0.647603 1.094 0.382 -0.805 0.47
I -1.314991 -0.726905 -1.671033 -0.069 0.412 -0.754 1.11
C -1.815205 -2.358723 -0.528624 -0.064 -0.320 0.442 -0.65
C -2.532280 -3.358831 -1.117061 -0.053 -0.228 0.183 -0.18
C -2.939830 -4.471572 -0.343764 0.013 0.102 -0.181 -0.10
C -2.621640 -4.533220 0.977686 0.030 0.030 0.121 -0.05
C -1.869408 -3.505201 1.603681 -0.020 -0.068 0.032 -0.18
C -1.546903 -3.582318 2.981698 -0.060 -0.067 -0.109 -0.06
C -0.808963 -2.598717 3.567244 0.096 0.195 0.025 -0.09
C -0.352165 -1.492997 2.812705 0.030 -0.255 0.237 -0.10
C -0.648795 -1.368112 1.483791 -0.456 -0.407 -0.117 -0.28
C -1.437850 -2.380467 0.846357 0.138 -0.241 0.032 -0.22
H -2.793404 -3.301179 -2.164843 -0.014 0.009 0.001 0.08
H -3.510589 -5.264909 -0.810771 0.002 0.017 -0.001 0.10
H -2.942731 -5.375555 1.580264 0.015 0.001 0.004 0.11
H -1.905777 -4.428943 3.556848 0.013 0.003 -0.031 0.10
H -0.581112 -2.648215 4.626003 0.023 -0.009 -0.015 0.10
H 0.221118 -0.709268 3.292252 -0.037 0.048 0.050 0.09
O -2.110510 1.747945 1.103386 0.383 0.243 0.223 -0.55
Se -0.762112 2.693327 1.375897 -0.044 0.516 0.259 0.71
O 0.129445 1.913157 2.535311 -0.308 0.643 0.089 -0.56
O 0.141831 2.357633 -0.035001 -0.261 -0.193 0.486 -0.62
O -1.041205 4.272446 1.636863 0.131 -0.688 -0.225 -0.50
C 3.960337 0.087901 0.900032 0.058 0.101 0.288 -0.28
As 2.224420 -0.174109 0.089352 -0.780 -0.132 -0.242 1.15
C 2.516286 0.842456 -1.536780 0.014 0.065 0.039 -0.30
C 2.409022 -2.027882 -0.557224 0.124 -0.096 -0.027 -0.32
C 3.653467 -2.323811 -1.331272 -0.035 -0.065 -0.010 -0.31
C 3.720341 -2.069960 -2.702084 -0.024 -0.013 -0.011 -0.06
C 4.879206 -2.319326 -3.422102 0.012 0.001 0.042 -0.09
C 6.001760 -2.832918 -2.784803 -0.031 0.000 -0.007 -0.11
C 5.948972 -3.096984 -1.423399 -0.021 0.013 0.002 -0.09
C 4.786576 -2.845080 -0.707524 0.016 0.037 0.022 -0.07
H 4.734445 -0.204259 0.192246 0.051 0.009 0.015 0.02
H 4.044552 -0.497015 1.814653 0.022 -0.010 -0.003 0.03
H 4.057334 1.142745 1.151365 0.015 0.005 0.004 0.03
H 3.475526 0.597336 -1.990947 0.016 0.017 -0.020 0.02
H 2.468815 1.893630 -1.255767 -0.008 0.007 -0.010 0.02
H 1.703071 0.650472 -2.234810 -0.005 -0.030 -0.002 0.01
H 1.513414 -2.206907 -1.153633 -0.015 0.012 -0.017 0.04
H 2.332420 -2.648608 0.336739 0.012 -0.047 -0.004 0.08
H 2.844664 -1.677926 -3.206844 0.008 0.006 0.000 0.11
H 4.905423 -2.111864 -4.485043 -0.003 -0.012 0.011 0.10
H 6.905669 -3.032268 -3.346264 0.002 0.009 0.005 0.09
H 6.815251 -3.503284 -0.915112 -0.013 0.005 -0.006 0.10
H 4.752894 -3.054725 0.356100 0.001 -0.007 -0.012 0.11
```
Positions in Å, forces in eV/Å.

Relative energy (zero: lowest compared OMol25 entry of this formula, charge and spin)   68.32 kJ/mol
E_LUMO (spin up / spin down)   2.3 / 2.3 eV
Charge   -1
E   -165965.3876 eV
HOMO (spin up / spin down)   -4.447 / -4.447 eV

***

Density functional theory data (ωB97M-V with the def2-TZVPD basis set) for a molecular structure, C19H19AsIO4PdSe.

Structure (XYZ):
```
46
Properties=species:S:1:pos:R:3:forces:R:3:lowdin_charge:R:1
Pd 0.545896 1.046503 0.476145 0.258 -0.823 0.115 0.47
I 1.473054 1.793234 -1.891757 0.025 -0.172 -0.021 -0.07
C -0.229048 3.696234 1.740503 -0.143 0.159 0.166 -0.22
C 0.395129 4.912258 1.807575 -0.072 0.132 0.071 -0.10
C -0.237228 6.074306 1.326197 0.021 -0.005 -0.002 -0.08
C -1.519191 5.998250 0.878314 -0.003 -0.001 0.006 -0.04
C -2.192333 4.754746 0.776529 -0.061 0.003 0.001 -0.17
C -3.529347 4.719078 0.314777 0.033 0.059 0.000 -0.08
C -4.156881 3.515722 0.154589 -0.032 -0.078 0.015 -0.11
C -3.462787 2.316550 0.343602 -0.048 0.132 -0.053 -0.03
C -2.125477 2.302454 0.721570 0.151 -0.094 0.059 -0.36
C -1.510139 3.551762 1.116650 0.046 -0.023 -0.093 -0.08
H 1.358085 5.001176 2.292969 -0.003 -0.052 0.024 0.10
H 0.278167 7.025072 1.373735 0.010 -0.005 0.001 0.10
H -2.050941 6.892404 0.573079 -0.008 -0.004 0.001 0.11
H -4.030196 5.652210 0.087772 0.005 0.001 0.004 0.10
H -5.188086 3.480894 -0.178776 0.000 0.006 0.000 0.09
H -3.926179 1.368106 0.105865 0.033 -0.022 -0.003 0.10
O 1.065304 3.197860 4.221395 0.082 -0.152 -0.076 -0.46
Se 0.781797 2.432916 2.833126 0.290 -0.177 -0.253 0.88
O 2.103798 2.170786 1.857091 -0.344 0.234 0.102 -0.56
O -1.475501 1.171898 0.665200 -0.367 0.053 -0.012 -0.26
O 0.046621 0.974525 2.928470 -0.044 0.223 0.063 -0.51
C -0.584676 -3.213422 0.934471 0.013 0.009 0.030 -0.30
As 0.376318 -1.692310 0.184156 0.319 0.634 -0.239 1.14
C 2.195111 -2.153444 0.703479 -0.037 -0.051 0.136 -0.31
C 0.453993 -2.164916 -1.732609 -0.193 -0.018 -0.058 -0.34
C 1.074453 -3.484085 -2.050236 0.041 -0.004 0.024 -0.31
C 2.450164 -3.593528 -2.259166 -0.032 0.020 -0.019 -0.06
C 3.036822 -4.821672 -2.520328 0.008 -0.010 -0.007 -0.09
C 2.260012 -5.971314 -2.580114 0.028 0.011 0.002 -0.11
C 0.890569 -5.876276 -2.382440 -0.015 -0.008 -0.004 -0.10
C 0.306318 -4.644866 -2.122160 -0.017 -0.032 0.028 -0.07
H -0.106088 -4.140111 0.616114 -0.018 -0.004 0.013 0.02
H -1.625410 -3.204158 0.615367 0.005 0.041 -0.022 0.02
H -0.552493 -3.135276 2.020128 0.004 0.008 -0.003 0.02
H 2.444753 -3.183084 0.448951 0.013 0.003 -0.002 0.02
H 2.289452 -2.000632 1.778222 0.004 0.007 0.000 0.03
H 2.874038 -1.464303 0.201944 0.016 -0.014 -0.013 0.02
H 0.988509 -1.332978 -2.193562 0.027 -0.007 0.016 0.01
H -0.576884 -2.119606 -2.089390 0.006 0.016 0.002 0.08
H 3.060320 -2.698630 -2.221958 0.001 0.000 0.004 0.12
H 4.106298 -4.879400 -2.680741 -0.001 -0.010 -0.002 0.10
H 2.718575 -6.930434 -2.784458 -0.003 -0.001 0.000 0.09
H 0.271473 -6.763526 -2.435160 0.002 0.001 0.001 0.10
H -0.766152 -4.580964 -1.975118 0.002 0.015 0.000 0.11
```
Positions in Å, forces in eV/Å.

Relative energy (zero: lowest compared OMol25 entry of this formula, charge and spin)   0.00 kJ/mol
E_LUMO (spin up / spin down)   2.5 / 1.4 eV
2S+1   3
Charge   -1
E   -165965.8433 eV
HOMO (spin up / spin down)   -4.515 / -4.492 eV

***

Density functional theory data (ωB97M-V with the def2-TZVPD basis set) for 2 unconnected molecules or ions with the total composition C19H19BF3N in a non-equilibrium geometry.

Structure (XYZ):
```
43
Properties=species:S:1:pos:R:3:forces:R:3:lowdin_charge:R:1
F 1.191987 0.574942 1.869728 0.309 0.257 0.655 0.12
B 0.167731 -0.023566 2.582778 -1.255 -0.898 -1.643 -1.06
F 0.514435 -1.160519 3.286910 0.460 0.360 0.677 0.13
F -0.694614 0.854703 3.221371 0.448 0.153 0.455 0.12
C -0.820694 -0.701006 1.244896 -0.977 -0.295 -0.034 -0.08
C -1.989640 -1.468904 1.697419 1.470 0.801 -0.878 -0.13
C -3.248673 -0.961555 1.747452 -0.682 -0.460 1.055 -0.03
H -1.134762 0.186970 0.673773 0.161 -0.256 0.128 0.09
H -0.077592 -1.298303 0.690084 -0.316 0.140 0.393 0.10
H -1.799078 -2.482029 2.065139 -0.236 0.070 -0.427 0.12
H -4.093057 -1.630580 1.925558 0.409 0.348 0.747 0.06
H -3.364370 0.113209 1.870455 -0.102 -0.410 -0.226 0.04
C -9.078946 3.194071 0.552652 -0.187 -0.090 -0.297 -0.01
N -7.790536 2.545822 0.751392 0.087 0.139 0.076 -0.11
C -7.365735 1.415345 0.107323 2.058 -0.640 0.720 0.02
C -6.082977 1.040415 0.606515 -1.477 2.426 0.659 -0.14
C -5.270778 -0.106766 0.324835 0.228 -1.384 -2.222 0.08
C -4.372959 -0.201073 -0.792651 -0.124 -0.333 -0.439 -0.23
C -3.705984 0.935164 -1.316139 0.091 -0.183 0.404 0.01
C -2.501824 0.767544 -1.993246 0.064 -0.066 -0.274 -0.06
C -2.004982 -0.509221 -2.278064 -0.469 0.243 0.050 -0.05
C -2.784624 -1.634156 -1.968045 -0.516 -0.045 0.002 -0.06
C -3.979670 -1.480855 -1.284367 0.462 0.075 0.329 -0.03
C -5.758997 2.038615 1.628473 -0.693 0.079 -0.657 -0.12
C -4.700550 2.204210 2.512435 0.243 0.471 0.847 -0.01
C -4.808363 3.161028 3.532097 0.176 -0.446 -0.677 -0.06
C -5.910637 4.026584 3.582854 -0.598 0.064 -0.294 -0.08
C -6.949920 3.937830 2.648325 0.660 0.305 0.466 -0.01
C -6.837243 2.951940 1.680449 -0.627 -0.939 -0.261 -0.17
H -9.206180 3.984652 1.295702 0.033 -0.222 -0.187 0.08
H -9.154708 3.641152 -0.448258 0.127 -0.060 0.256 0.10
H -9.907158 2.479530 0.659383 0.295 0.125 0.077 0.10
H -7.975270 0.933026 -0.654982 0.214 0.170 0.279 0.14
H -5.594697 -1.045231 0.784360 0.239 0.204 -0.244 0.13
H -4.093961 1.928013 -1.094368 0.211 -0.167 0.122 0.13
H -1.921353 1.640582 -2.284491 -0.183 -0.152 0.026 0.11
H -1.038840 -0.636475 -2.766616 -0.247 0.102 0.189 0.12
H -2.437938 -2.631652 -2.237012 -0.136 0.269 -0.009 0.11
H -4.583628 -2.349567 -1.012988 0.314 0.186 0.048 0.12
H -3.809730 1.598880 2.409046 -0.117 0.216 0.399 0.09
H -4.029405 3.222004 4.292794 -0.144 0.094 -0.340 0.11
H -5.961771 4.784933 4.361609 -0.009 -0.191 -0.125 0.10
H -7.816729 4.596473 2.666219 0.334 -0.056 0.173 0.10
```
Positions in Å, forces in eV/Å.

Relative energy (zero: lowest compared OMol25 entry of this formula, charge and spin)   111.54 kJ/mol
E_LUMO   -2.9 eV
E   -30330.0193 eV
HOMO   -7.149 eV

***

Density functional theory data (ωB97M-V with the def2-TZVPD basis set) for a molecular structure, C19H19BrN2O4PSn.

Structure (XYZ):
```
47
Properties=species:S:1:pos:R:3:forces:R:3:lowdin_charge:R:1
Sn -0.226115 0.946868 2.171156 0.131 0.032 -0.054 1.52
Br -3.014805 -2.559133 -4.060521 0.068 0.091 0.199 0.93
C -2.589499 -1.686803 -2.457098 0.043 -0.097 -0.170 -0.67
C -3.616325 -1.638918 -1.424094 -0.136 -0.056 -0.046 0.00
C -3.380830 -1.140830 -0.197167 -0.023 -0.077 0.099 0.05
C -2.092360 -0.625432 0.151151 0.122 -0.005 -0.127 -0.31
O -1.794161 -0.397782 1.331741 -0.035 0.105 0.140 -0.13
C -1.067838 -0.369410 -0.983858 -0.071 -0.252 -0.043 -0.27
C 0.331935 -0.739420 -0.513930 0.003 -0.084 0.086 -0.03
N 0.829092 -0.386598 0.602434 0.002 0.165 -0.111 0.00
C 2.056151 -0.924899 1.096899 0.077 -0.097 0.124 -0.19
C 3.060930 -1.460232 0.328421 -0.058 0.051 -0.028 0.03
C 4.187003 -2.042714 0.934092 0.045 -0.024 0.047 0.00
C 4.290571 -2.103367 2.297684 -0.004 -0.001 -0.042 0.04
C 3.280968 -1.546522 3.117709 -0.012 0.029 -0.012 -0.11
C 3.330363 -1.573259 4.530861 -0.036 0.016 0.029 0.08
C 2.328981 -0.991971 5.267021 0.054 -0.024 -0.003 0.02
C 1.281179 -0.364377 4.596183 0.011 0.020 -0.033 -0.07
N 1.192298 -0.341369 3.267526 -0.180 -0.090 0.007 -0.10
C 2.170866 -0.932519 2.510665 0.004 0.009 -0.102 -0.16
C -1.387375 -1.147527 -2.247975 0.029 0.045 0.015 -0.12
H -4.583569 -2.071545 -1.653064 0.000 0.012 -0.004 0.14
H -4.119907 -1.195352 0.591681 0.005 0.017 0.003 0.15
H 0.865250 -1.438041 -1.156394 0.000 -0.038 0.022 0.16
H 3.016232 -1.434250 -0.753454 -0.027 0.020 -0.004 0.13
H 4.969730 -2.450029 0.309617 -0.002 -0.001 0.000 0.14
H 5.149455 -2.569466 2.763558 0.000 0.002 0.001 0.14
H 4.167585 -2.053524 5.023004 0.003 0.006 0.001 0.15
H 2.342998 -0.993795 6.347407 -0.001 -0.002 -0.001 0.14
H 0.499301 0.141095 5.151681 -0.014 -0.020 0.005 0.13
H -0.598757 -1.231567 -2.987144 -0.018 0.079 -0.018 0.13
C -2.086940 1.270881 -4.159399 -0.132 0.126 0.016 0.05
O -1.358556 1.724756 -2.954051 0.301 -0.277 -0.042 -0.18
P -1.216556 1.427173 -1.468714 -0.059 0.318 0.015 0.64
O -2.422424 1.889205 -0.628077 -0.056 0.026 -0.035 -0.22
C -3.018221 3.250687 -0.712304 -0.008 -0.035 0.024 0.05
O 0.054608 2.155492 -0.982060 -0.031 -0.015 0.002 -0.24
C 1.156126 2.748355 -1.774125 0.011 0.038 0.018 0.04
H -1.883029 2.035309 -4.900314 -0.017 0.006 -0.003 0.12
H -3.147315 1.217892 -3.931767 0.006 -0.024 0.019 0.11
H -1.687494 0.311666 -4.466825 0.002 0.010 0.012 0.08
H -3.980179 3.165852 -0.221749 -0.001 0.002 0.007 0.11
H -3.136973 3.526918 -1.755969 0.002 -0.008 -0.005 0.10
H -2.364580 3.939563 -0.186422 0.008 0.003 -0.001 0.11
H 2.026724 2.114901 -1.637146 0.000 0.002 -0.014 0.10
H 1.322495 3.736229 -1.359999 -0.001 0.004 0.005 0.11
H 0.862967 2.807808 -2.816872 -0.005 -0.006 0.000 0.10
```
Positions in Å, forces in eV/Å.

E_LUMO   -10.5 eV
Charge   +3
E   -116318.6873 eV
HOMO   -17.777 eV